82
Properties=species:S:1:pos:R:3:mulliken_charge:R:1 method="wB97M-V/def2-TZVPD" charge=+1 total_energy_ha=-2849.546605 homo_lumo_gap_ev=8.3141 lumo_ev=-3.7 spin_multiplicity=1
C -5.17 2.86 -1.07 -1.56
C -3.87 3.57 -1.33 0.57
O -3.73 4.70 -0.98 -0.52
N -2.79 2.95 -2.04 0.75
C -3.22 2.01 -3.11 -1.08
C -1.69 2.50 -1.29 -1.04
C -1.69 1.66 -0.17 0.62
N -2.91 1.19 0.36 -0.52
C -3.39 1.81 1.37 0.92
C -4.49 1.17 2.15 -1.50
C -2.97 3.18 1.84 -0.73
C -0.49 1.19 0.41 1.03
C -0.53 0.13 1.49 -2.49
C -0.63 0.56 2.97 -0.75
C 0.67 1.04 3.65 1.28
C 0.71 0.46 5.08 -1.63
C 0.68 2.57 3.77 -1.69
C 0.72 1.65 -0.13 -0.22
C 2.10 1.20 0.31 -0.92
I 3.28 2.91 0.84 0.18
C 2.87 0.40 -0.78 -0.24
C 3.90 -0.52 -0.10 -1.06
I 1.52 -0.86 -1.91 0.07
C 0.67 2.54 -1.21 0.19
N -0.48 2.93 -1.75 0.53
C -0.41 3.83 -2.87 -0.40
Cl -0.29 3.09 -4.41 -0.10
C -0.44 5.14 -2.66 0.60
C -0.56 5.77 -1.31 -1.06
Cl -0.39 6.21 -3.99 -0.17
H -5.58 3.15 -0.12 0.30
H -5.07 1.78 -1.17 0.45
H -5.87 3.18 -1.85 0.48
H -2.57 1.13 -3.11 0.34
H -3.07 2.49 -4.07 0.33
H -4.26 1.74 -3.03 0.39
H -4.56 0.11 1.91 0.38
H -5.42 1.69 1.97 0.32
H -4.27 1.32 3.20 0.43
H -2.06 3.17 2.43 0.07
H -2.82 3.88 1.03 0.06
H -3.74 3.60 2.49 0.54
H -1.37 -0.52 1.29 0.65
H 0.35 -0.48 1.37 0.84
H -0.95 -0.33 3.50 0.47
H -1.40 1.30 3.14 0.42
H 1.55 0.66 3.15 -0.02
H 1.27 1.10 5.76 0.40
H -0.29 0.28 5.46 0.37
H 1.18 -0.52 5.05 0.41
H -0.17 2.86 4.39 0.41
H 1.58 2.89 4.28 0.45
H 0.62 3.08 2.81 0.19
H 1.99 0.52 1.14 0.07
H 3.39 1.07 -1.44 0.69
H 3.95 -1.50 -0.56 0.27
H 4.88 -0.04 -0.15 0.34
H 3.69 -0.67 0.96 0.32
H 1.59 2.91 -1.65 0.69
H -0.18 6.79 -1.38 0.46
H -1.61 5.84 -1.02 0.22
H -0.01 5.22 -0.55 0.22
C 3.11 -4.56 0.25 -1.10
C 3.00 -4.75 -1.27 -0.11
C 1.76 -5.52 -1.70 -0.70
C 1.67 -6.95 -1.18 -0.79
C 2.85 -7.84 -1.55 -0.34
C 3.01 -8.04 -3.06 -1.20
H 3.20 -5.52 0.76 0.38
H 4.00 -3.97 0.50 0.34
H 2.23 -4.04 0.64 0.20
H 3.91 -5.24 -1.64 0.26
H 2.98 -3.76 -1.73 0.13
H 1.71 -5.52 -2.79 0.32
H 0.87 -4.97 -1.36 0.36
H 0.75 -7.40 -1.55 0.39
H 1.57 -6.94 -0.09 0.31
H 2.70 -8.82 -1.09 0.38
H 3.78 -7.44 -1.14 0.23
H 2.10 -8.46 -3.49 0.30
H 3.83 -8.72 -3.28 0.38
H 3.22 -7.10 -3.57 0.28

=====

10
Properties=species:S:1:pos:R:3:mulliken_charge:R:1 method="wB97M-V/def2-TZVPD" charge=0 total_energy_ha=-342.413520 smiles="C=COC(=O)O" homo_lumo_gap_ev=10.5296 lumo_ev=0.7 e_above_lowest_kcal_mol=26.6 spin_multiplicity=1
C 1.00 -1.07 -0.01 -0.70
C 1.21 0.23 -0.15 0.06
O 0.30 1.18 0.29 -0.31
C -0.97 0.73 0.40 0.63
O -1.60 0.73 1.41 -0.50
O -1.44 0.32 -0.79 -0.41
H 1.68 -1.79 -0.42 0.27
H 0.12 -1.43 0.52 0.25
H 2.09 0.70 -0.56 0.37
H -2.39 0.38 -0.69 0.35

=====

51
Properties=species:S:1:pos:R:3:mulliken_charge:R:1 method="wB97M-V/def2-TZVPD" charge=0 total_energy_ha=-1035.737992 smiles=CC(C)[C@@H](C)NCN.O.O.O.O.O.O.O.O.O homo_lumo_gap_ev=9.8467 lumo_ev=0.4 e_above_lowest_kcal_mol=1.3 spin_multiplicity=1
C -0.10 1.56 -2.61 -1.31
C 0.25 0.09 -2.47 0.66
C 1.76 -0.13 -2.44 -1.36
C -0.49 -0.56 -1.28 0.40
C -0.64 -2.06 -1.48 -1.59
N 0.16 -0.27 0.02 0.62
C -0.80 -0.45 1.16 -0.82
N -0.44 0.21 2.39 -0.50
H 0.45 2.03 -3.43 0.42
H 0.11 2.13 -1.70 0.11
H -1.16 1.71 -2.82 0.36
H -0.12 -0.44 -3.36 0.37
H 2.23 0.38 -1.59 0.13
H 2.01 -1.18 -2.27 0.32
H 2.23 0.21 -3.36 0.43
H -1.48 -0.09 -1.24 -0.01
H -1.22 -2.52 -0.68 0.35
H -1.20 -2.29 -2.39 0.48
H 0.33 -2.55 -1.54 0.25
H 0.94 -0.91 0.15 -0.02
H -1.76 -0.07 0.83 0.24
H -0.91 -1.51 1.38 0.25
H -0.39 1.22 2.29 0.25
H 0.39 -0.17 2.83 0.24
O 2.42 -0.68 3.80 -0.74
H 2.87 -0.19 3.06 0.49
H 2.89 -0.43 4.61 0.29
O 3.53 0.50 1.68 -0.84
H 3.48 -0.31 1.13 0.39
H 2.85 1.09 1.31 0.44
O -3.01 2.61 -0.44 -0.67
H -3.55 3.28 -0.03 0.27
H -2.14 2.72 0.00 0.41
O 2.96 -1.95 0.37 -0.60
H 2.65 -2.45 1.17 0.38
H 3.73 -2.44 0.04 0.25
O -0.75 3.55 0.88 -0.74
H 0.07 3.00 0.85 0.30
H -0.54 4.30 0.31 0.30
O -4.10 -2.30 -0.49 -0.63
H -4.32 -1.35 -0.61 0.42
H -4.78 -2.63 0.10 0.30
O 1.86 -3.05 2.61 -0.79
H 0.89 -3.06 2.52 0.32
H 2.10 -2.27 3.16 0.42
O 1.51 2.02 0.51 -1.05
H 1.98 2.35 -0.26 0.41
H 0.95 1.19 0.21 0.47
O -4.69 0.43 -0.74 -0.71
H -5.02 0.64 -1.62 0.31
H -4.03 1.13 -0.53 0.37